{"formula": "C27H35BrIN5O4STi", "method": "wB97M-V/def2-TZVPD", "charge": 2, "largest_force_ev_per_a": 1.2, "e_tot_ha": -5743.62952, "molar_mass_g_mol": 780.35, "de_lowest_kj_mol": 48.9, "spin_multiplicity": 1, "homo_lumo_gap_ha": 0.2426, "elements": ["I", "Br", "Ti", "S", "O", "O", "O", "O", "N", "N", "N", "N", "N", "C", "C", "C", "C", "C", "C", "C", "C", "C", "C", "C", "C", "C", "C", "C", "C", "C", "C", "C", "C", "C", "C", "C", "C", "C", "C", "C", "H", "H", "H", "H", "H", "H", "H", "H", "H", "H", "H", "H", "H", "H", "H", "H", "H", "H", "H", "H", "H", "H", "H", "H", "H", "H", "H", "H", "H", "H", "H", "H", "H", "H", "H"], "coordinates": [[-2.336, 2.958, 0.552], [-6.474, 0.238, 4.381], [0.421, -0.710, -0.172], [-0.306, -3.052, 2.519], [3.700, 0.604, -0.115], [0.842, -1.276, -3.050], [-0.352, -0.049, 1.379], [-1.444, -1.294, -0.024], [-0.521, 0.620, -1.522], [0.589, 2.501, 0.877], [0.794, -2.787, -0.645], [1.970, -0.265, -1.359], [2.037, -1.297, 1.192], [-2.562, 0.151, 3.126], [-0.047, -3.919, -0.152], [-3.187, 1.993, -3.229], [1.779, 2.658, 1.483], [-5.034, -0.692, 2.136], [-1.489, -0.631, 1.076], [3.204, 0.382, -1.196], [-4.930, -0.063, 3.374], [-1.034, 1.234, -2.339], [1.978, 3.448, 2.601], [1.928, -1.292, 2.677], [-1.113, 3.443, -3.376], [2.249, -3.080, -0.555], [0.181, -4.309, 1.301], [1.783, -0.589, -2.698], [-0.423, 3.170, 1.405], [2.904, -0.044, -3.544], [-3.697, 0.348, 3.880], [1.255, -2.529, 3.273], [3.788, 0.712, -2.548], [-1.661, 2.007, -3.419], [-3.894, -0.905, 1.390], [-1.282, 1.317, -4.746], [2.849, -2.451, 0.708], [-0.337, 3.996, 2.517], [-2.660, -0.478, 1.881], [0.898, 4.134, 3.129], [2.616, 2.141, 1.034], [-0.201, 1.287, -4.887], [2.601, -0.455, 0.977], [4.839, 0.435, -2.577], [1.011, -2.308, 4.311], [2.506, 0.573, -4.348], [2.894, -3.187, 1.503], [3.870, -2.127, 0.515], [2.409, -4.158, -0.552], [-1.597, 0.477, 3.491], [-1.088, -3.655, -0.313], [-6.002, -1.004, 1.770], [-3.952, -1.396, 0.426], [2.732, -2.690, -1.443], [1.393, -0.391, 2.962], [0.178, -4.790, -0.770], [2.966, 3.530, 3.035], [-1.210, 4.518, 2.882], [-0.443, -5.177, 1.504], [3.741, 1.794, -2.679], [2.935, -1.231, 3.096], [-3.642, 0.817, 4.853], [1.009, 4.770, 3.998], [-1.670, 0.299, -4.791], [1.212, -4.601, 1.494], [-1.628, 4.024, -4.142], [0.562, -2.685, -1.640], [-3.572, 0.974, -3.183], [-1.292, 3.910, -2.408], [-3.637, 2.494, -4.084], [1.916, -3.395, 3.289], [-1.720, 1.893, -5.560], [-3.478, 2.525, -2.324], [3.419, -0.879, -4.019], [-0.043, 3.466, -3.588]], "atomic_forces_ev_per_a": [[0.035, 0.061, -0.027], [-0.013, -0.009, 0.009], [0.665, -0.993, -0.161], [-0.029, 0.069, 0.001], [0.008, -0.007, 0.143], [-0.049, -0.011, -0.027], [-0.560, 0.224, 0.511], [-0.252, -0.015, 0.139], [0.012, 0.017, 0.145], [0.169, 0.163, 0.165], [-0.154, -0.021, -0.164], [0.451, 0.167, -0.382], [0.262, 0.415, -0.104], [0.003, 0.021, 0.074], [0.029, 0.047, 0.229], [0.049, -0.058, 0.089], [-0.050, 0.074, -0.113], [-0.051, -0.034, -0.073], [-0.370, 0.034, 0.009], [-0.185, -0.052, -0.118], [0.013, 0.017, 0.033], [-0.153, 0.232, -0.162], [0.072, -0.028, -0.005], [-0.238, -0.240, 0.018], [0.057, -0.030, 0.062], [0.021, 0.078, 0.167], [0.000, 0.207, 0.011], [0.124, -0.008, 0.148], [-0.007, -0.123, 0.031], [0.133, 0.067, 0.033], [0.066, -0.002, 0.020], [-0.049, 0.003, -0.193], [-0.061, -0.065, -0.122], [-0.049, 0.019, -0.148], [-0.084, -0.134, -0.045], [0.012, -0.028, 0.076], [-0.139, -0.042, -0.153], [0.003, 0.050, 0.024], [0.090, 0.025, 0.040], [-0.070, 0.025, 0.021], [-0.006, -0.022, 0.002], [-0.025, 0.015, 0.001], [0.173, -0.109, 0.053], [0.027, -0.017, 0.022], [0.055, -0.014, 0.048], [-0.050, 0.007, 0.005], [0.017, 0.000, 0.029], [0.053, 0.033, 0.009], [-0.009, -0.044, -0.016], [-0.021, 0.025, 0.002], [-0.054, 0.049, -0.009], [0.026, 0.004, 0.010], [-0.015, 0.038, 0.023], [-0.006, 0.020, -0.107], [-0.058, 0.060, 0.000], [0.005, -0.002, -0.098], [-0.031, -0.001, -0.022], [0.025, -0.008, -0.006], [0.043, -0.090, -0.035], [-0.003, 0.015, 0.028], [0.074, 0.084, -0.009], [-0.013, 0.014, -0.025], [-0.007, -0.011, -0.024], [0.007, 0.025, -0.002], [-0.008, -0.095, -0.010], [0.015, -0.011, -0.003], [0.102, -0.082, -0.054], [-0.002, 0.024, -0.025], [-0.020, -0.013, -0.034], [-0.002, 0.004, 0.003], [0.029, 0.021, 0.081], [0.008, -0.009, 0.003], [0.010, -0.007, -0.042], [-0.020, -0.018, -0.011], [-0.032, 0.003, 0.008]]}


{"formula": "C2H3NO2", "method": "wB97M-V/def2-TZVPD", "largest_force_ev_per_a": 2.6, "e_tot_ha": -283.13947, "molar_mass_g_mol": 73.05, "de_lowest_kj_mol": 311.2, "spin_multiplicity": 1, "homo_lumo_gap_ha": 0.3656, "elements": ["O", "O", "N", "C", "C", "H", "H", "H"], "coordinates": [[1.106, 0.790, -0.161], [-2.168, 0.988, -0.018], [-0.872, -1.013, 0.015], [-1.215, 0.284, 0.144], [0.117, 0.539, 0.754], [0.440, 0.179, 1.811], [-0.167, -1.315, -0.690], [0.878, 1.359, -0.935]], "atomic_forces_ev_per_a": [[0.133, 0.495, 0.956], [-0.302, -0.160, -0.166], [1.216, 0.859, 0.301], [-0.189, 0.182, -0.017], [0.924, -2.378, -0.635], [-0.427, 0.980, -2.207], [-0.886, 0.598, 0.702], [-0.470, -0.578, 1.066]]}


{"formula": "C18H22Cl2N2O9Pd", "method": "wB97M-V/def2-TZVPD", "largest_force_ev_per_a": 3.8, "e_tot_ha": -2533.98854, "molar_mass_g_mol": 587.71, "spin_multiplicity": 1, "homo_lumo_gap_ha": [0.2323, 0.2322], "elements": ["Pd", "Cl", "Cl", "O", "O", "O", "O", "O", "O", "O", "O", "O", "N", "N", "C", "C", "C", "C", "C", "C", "C", "C", "C", "C", "C", "C", "C", "C", "C", "C", "C", "C", "H", "H", "H", "H", "H", "H", "H", "H", "H", "H", "H", "H", "H", "H", "H", "H", "H", "H", "H", "H", "H", "H"], "coordinates": [[-0.413, 0.002, 0.016], [-3.586, -3.769, 1.054], [-1.601, -3.552, 3.181], [-0.501, 1.732, 1.646], [1.556, -0.960, -0.772], [1.089, 3.360, -2.063], [-4.375, 1.960, -4.831], [1.512, -0.005, 1.879], [0.625, 1.597, -0.839], [-2.405, -0.624, 0.887], [-3.679, 0.063, -3.727], [-0.741, -2.065, 0.763], [0.753, 3.523, 2.139], [3.711, -0.329, -0.836], [-0.327, 4.400, 1.702], [-1.651, 1.058, -2.738], [0.573, 2.198, 2.011], [-0.905, 2.245, -2.653], [-2.667, -2.658, 2.092], [2.594, -0.673, -0.176], [-4.742, 0.630, -4.477], [-1.870, -1.714, 1.182], [5.033, -0.224, -0.243], [-2.798, 1.084, -3.486], [3.630, -0.112, -2.278], [1.835, 4.163, 2.857], [1.780, 1.310, 2.300], [-3.212, 2.223, -4.162], [-1.314, 3.366, -3.362], [0.354, 2.414, -1.812], [2.622, -0.703, 1.353], [-2.476, 3.379, -4.134], [-0.694, 4.249, -3.296], [1.967, 1.310, 3.380], [0.098, 5.360, 1.416], [-4.913, 0.043, -5.382], [5.765, -0.483, -1.005], [-1.071, 4.544, 2.489], [2.617, 3.458, 3.128], [3.553, -0.304, 1.758], [-1.335, 0.115, -2.308], [2.598, 0.087, -2.546], [4.240, 0.752, -2.539], [3.976, -0.991, -2.827], [-3.380, -2.106, 2.690], [1.452, 4.614, 3.777], [2.276, 4.949, 2.243], [-0.817, 3.954, 0.841], [2.646, 1.730, 1.781], [-2.784, 4.256, -4.686], [5.159, -0.918, 0.585], [2.507, -1.744, 1.659], [5.244, 0.792, 0.102], [-5.654, 0.649, -3.870]], "atomic_forces_ev_per_a": [[3.253, -1.428, -1.427], [-0.051, -0.015, -0.013], [-0.005, -0.014, 0.096], [0.063, 0.079, 0.439], [-0.666, 0.323, -0.038], [0.092, -0.280, 0.156], [0.090, 0.137, -0.089], [-0.035, -0.045, -0.035], [-1.147, -0.864, 0.663], [-0.741, -0.439, 0.460], [0.152, -0.103, 0.029], [0.462, 1.659, -0.347], [-0.161, 0.276, -0.044], [-0.218, -0.102, -0.196], [-0.023, -0.157, 0.014], [0.036, -0.206, -0.011], [-0.148, -0.075, -0.132], [0.180, -0.057, 0.227], [0.186, -0.065, -0.223], [0.292, 0.198, 0.140], [-0.299, -0.123, -0.019], [-1.280, 0.406, 0.313], [-0.006, 0.047, 0.123], [-0.057, 0.249, -0.099], [-0.076, -0.056, 0.025], [0.039, -0.065, 0.000], [-0.083, 0.067, 0.000], [0.014, -0.221, 0.141], [0.004, 0.083, 0.067], [-0.317, 0.536, -0.481], [-0.073, -0.044, 0.087], [-0.069, 0.018, -0.058], [-0.020, 0.008, 0.003], [0.113, 0.033, 0.005], [0.019, 0.009, 0.034], [0.105, 0.036, 0.001], [0.023, -0.018, 0.017], [0.019, 0.036, 0.007], [-0.038, 0.010, -0.030], [-0.035, -0.049, 0.037], [0.066, 0.056, 0.182], [-0.016, 0.022, -0.001], [0.029, -0.024, 0.011], [0.041, 0.033, 0.013], [0.027, 0.073, -0.043], [0.054, 0.024, 0.006], [0.025, -0.007, -0.004], [-0.006, 0.014, 0.009], [0.015, -0.024, -0.008], [-0.003, 0.005, 0.025], [0.021, 0.012, -0.048], [0.068, -0.026, -0.009], [-0.001, -0.007, -0.021], [0.087, 0.066, 0.043]]}


{"formula": "C5H8O", "method": "wB97M-V/def2-TZVPD", "largest_force_ev_per_a": 2.4, "e_tot_ha": -270.49914, "molar_mass_g_mol": 84.12, "de_lowest_kj_mol": 154.2, "spin_multiplicity": 1, "homo_lumo_gap_ha": 0.3904, "smiles": "CC(=O)C1CC1", "elements": ["O", "C", "C", "C", "C", "C", "H", "H", "H", "H", "H", "H", "H", "H"], "coordinates": [[1.798, 1.423, 0.130], [0.847, 0.766, -0.264], [0.644, 0.512, -1.724], [-1.390, -0.359, 0.674], [-0.226, -1.115, 1.215], [-0.042, 0.341, 0.838], [-1.690, -0.626, -0.345], [-0.302, 0.940, -2.067], [-2.243, -0.145, 1.313], [0.621, -0.558, -1.947], [0.484, 1.039, 1.536], [1.473, 0.986, -2.250], [-0.214, -1.318, 2.283], [0.239, -1.885, 0.608]], "atomic_forces_ev_per_a": [[0.234, 0.012, -0.866], [0.613, 0.189, -0.109], [0.007, -0.060, -0.168], [0.020, 0.235, 0.047], [0.190, -0.192, 0.034], [0.631, 0.048, 0.057], [0.242, 0.361, 0.265], [0.048, -0.044, 0.091], [0.329, 0.141, 0.028], [-0.020, 0.011, 0.028], [-2.125, -0.711, 0.852], [-0.127, -0.128, -0.072], [0.047, 0.054, -0.195], [-0.088, 0.083, 0.007]]}


{"formula": "C12H11N3O7RuSe4", "method": "wB97M-V/def2-TZVPD", "charge": -1, "largest_force_ev_per_a": 1.9, "e_tot_ha": -10855.56613, "molar_mass_g_mol": 726.14, "s2": 0.7879, "de_lowest_kj_mol": 92.3, "spin_multiplicity": 2, "homo_lumo_gap_ha": [0.1897, 0.1852], "elements": ["Ru", "Se", "Se", "Se", "Se", "O", "O", "O", "O", "O", "O", "O", "N", "N", "N", "C", "C", "C", "C", "C", "C", "C", "C", "C", "C", "C", "C", "H", "H", "H", "H", "H", "H", "H", "H", "H", "H", "H"], "coordinates": [[-0.932, -0.188, 2.254], [-2.629, -1.715, 2.697], [-3.625, 1.580, 4.471], [-3.737, -1.427, 4.589], [-1.912, 1.780, 3.052], [4.754, -1.235, 0.114], [0.368, -1.833, 1.863], [0.886, 0.839, 1.977], [3.461, 1.370, 0.525], [2.908, -3.330, 1.130], [0.865, 0.211, -3.962], [3.941, 2.260, -2.251], [-1.318, 0.111, 0.275], [-5.074, 0.291, 1.426], [2.024, 0.910, -2.143], [-0.302, 0.463, -0.530], [3.039, 0.285, 0.916], [3.695, -1.059, 0.656], [-2.414, -0.838, -1.620], [1.787, -0.003, 1.571], [-2.366, -0.527, -0.274], [0.927, 0.448, -2.764], [2.720, -2.138, 1.134], [-1.344, -0.514, -2.429], [3.302, 1.145, -2.804], [1.522, -1.384, 1.555], [-0.264, 0.155, -1.877], [3.922, 0.248, -2.706], [-3.181, -0.756, 0.396], [4.115, 2.058, -1.316], [-5.896, -0.299, 1.365], [-5.254, 1.115, 0.864], [0.466, 1.035, -0.038], [-1.313, -0.760, -3.483], [-3.285, -1.345, -2.014], [2.015, 1.125, -1.159], [-4.974, 0.588, 2.392], [3.105, 1.336, -3.855]], "atomic_forces_ev_per_a": [[1.818, -0.247, 0.596], [-1.255, -0.867, -0.336], [-0.626, -0.862, 0.355], [0.391, 1.181, 0.295], [0.091, 0.394, -0.186], [0.136, -0.038, -0.072], [-0.333, 0.218, 0.016], [0.278, 0.171, -0.152], [0.029, 0.087, -0.066], [0.009, -0.100, -0.040], [0.038, 0.012, 0.056], [-0.085, -0.068, -0.011], [-0.012, -0.957, -0.344], [-0.135, -0.056, -0.234], [0.000, 0.103, -0.050], [-0.125, 0.306, -0.040], [0.044, -0.148, -0.070], [-0.189, 0.036, 0.106], [-0.062, 0.080, 0.020], [-0.206, 0.035, 0.204], [-0.058, 0.273, -0.094], [-0.055, -0.051, 0.018], [-0.013, 0.163, 0.013], [-0.011, -0.037, -0.125], [-0.005, 0.031, 0.061], [0.161, 0.206, -0.043], [0.043, 0.130, -0.010], [0.008, -0.017, 0.004], [-0.065, 0.021, -0.054], [0.049, 0.008, 0.040], [0.029, 0.004, 0.062], [-0.021, 0.077, 0.075], [0.050, -0.021, 0.004], [-0.001, -0.011, 0.013], [0.010, -0.017, 0.028], [0.025, -0.050, 0.032], [0.032, -0.001, -0.041], [0.016, 0.013, -0.028]]}


{"formula": "C12H17N", "method": "wB97M-V/def2-TZVPD", "largest_force_ev_per_a": 3.0, "e_tot_ha": -522.17297, "molar_mass_g_mol": 175.28, "de_lowest_kj_mol": 124.2, "spin_multiplicity": 1, "homo_lumo_gap_ha": 0.3204, "smiles": "Cc1c[nH]c2ccccc12.CCC", "elements": ["N", "C", "C", "C", "C", "C", "C", "C", "C", "C", "C", "C", "C", "H", "H", "H", "H", "H", "H", "H", "H", "H", "H", "H", "H", "H", "H", "H", "H", "H"], "coordinates": [[-1.656, -1.332, 0.311], [-1.734, 2.153, -0.291], [-1.510, 0.937, 0.307], [-1.475, 0.431, 1.652], [-1.720, -0.892, 1.636], [-1.363, -0.226, -1.898], [-1.538, 1.062, -2.425], [-1.818, 2.190, -1.692], [2.745, -2.371, -0.099], [2.918, -0.871, 0.147], [-1.461, -0.246, -0.528], [-1.476, 1.236, 2.945], [2.797, 0.040, -1.040], [3.287, -3.111, 0.519], [3.847, -0.718, 0.720], [2.217, 0.976, -0.957], [-2.473, 1.725, 3.005], [1.691, -2.693, -0.101], [2.201, -0.615, 0.984], [-1.436, -2.257, -0.013], [3.724, 0.441, -1.437], [-2.143, 3.093, -2.174], [-2.024, -1.615, 2.367], [-1.864, 3.108, 0.211], [2.334, -0.513, -1.859], [-1.501, 0.649, 3.886], [3.130, -2.736, -1.072], [-0.716, 1.991, 3.008], [-1.363, -1.058, -2.594], [-1.618, 1.223, -3.517]], "atomic_forces_ev_per_a": [[0.114, 0.345, -0.614], [0.019, 1.003, -1.068], [0.600, -1.671, -0.437], [-0.708, 0.962, 2.272], [0.744, -0.844, -1.625], [-0.502, 1.595, -0.655], [-0.426, -0.376, -1.922], [0.284, -0.034, 1.536], [0.101, -1.484, -1.176], [-0.073, -0.192, 2.945], [-0.371, -0.359, 1.381], [-2.021, -0.258, -0.034], [-0.521, 0.727, -1.220], [-0.268, 0.940, 0.600], [0.128, 0.021, -0.639], [-0.198, -0.608, 0.625], [0.578, 0.302, -0.103], [0.214, 0.280, 0.090], [0.234, -0.047, -1.132], [-0.192, -0.154, 0.348], [0.571, -0.457, 0.087], [0.221, 0.250, -0.207], [0.377, 0.113, 0.521], [-0.016, -0.362, 0.432], [-0.074, 0.075, -0.124], [0.527, -0.120, -0.779], [-0.197, 0.761, -0.053], [0.409, 0.276, -0.070], [0.208, -0.157, 0.466], [0.235, -0.526, 0.556]]}